Formula: C4H13N2O
Source: the OMol25 dataset
Level of theory: ωB97M-V/def2-TZVPD

```
20
Properties=species:S:1:pos:R:3:lowdin_charge:R:1
C 0.14391 -1.03066 1.24088 -0.0973
C 0.03016 0.51233 1.42126 -0.1137
C -0.71245 1.25288 0.34941 0.0387
C 0.01249 1.85127 -0.71965 -0.0483
N -0.46918 2.82249 -1.43078 0.2612
N -0.95409 -1.67351 0.40677 0.2109
H 1.10246 -1.26130 0.76913 0.1256
H 0.21843 -1.61825 2.15272 0.1459
H 1.06541 0.85822 1.39618 0.1390
H -0.39551 0.72026 2.39246 0.1357
H -1.64312 1.76071 0.57917 0.1397
H 1.07405 1.62571 -0.77411 0.1662
H -1.27524 3.35656 -1.10514 0.1713
H 0.09365 3.35491 -2.09443 0.1764
H -0.72862 -2.66099 0.25050 0.1805
H -1.07412 -1.09937 -0.43285 0.1606
H -1.84685 -1.74529 0.90894 0.1878
H 2.53134 -2.50559 -1.94535 0.0703
H 1.12154 -2.52557 -1.40961 0.0014
O 1.70575 -1.99481 -1.95551 -0.0518
```

Its expectation value of S² is 0.764. The value obtained for the relative energy (zero: lowest compared OMol25 entry of this formula, charge and spin) is 119.4 kJ/mol. The charge is +2. As for the spin multiplicity: 2. The value obtained for the calculated total energy is -344.25898 hartree. As for the largest force on an atom: 1.5 eV/Å. As for the frontier orbital gap (alpha / beta): 0.3787 / 0.2602 hartree.